{
  "formula": "C20H46BeN6O11",
  "method": "ωB97M-V/def2-TZVPD",
  "total_charge": -2,
  "e_above_lowest_kj_mol": 61.3,
  "total_energy_ev": -53335.6332,
  "homo_energy_ev": 1.558,
  "multiplicity": 1,
  "orbital_gap_ev": 1.79,
  "species": ["Be", "O", "C", "C", "O", "H", "H", "H", "H", "O", "C", "C", "O", "H", "H", "H", "H", "C", "N", "O", "O", "H", "H", "H", "C", "O", "N", "C", "C", "H", "H", "H", "H", "H", "H", "H", "C", "O", "N", "C", "C", "H", "H", "H", "H", "H", "H", "H", "C", "O", "N", "C", "C", "H", "H", "H", "H", "H", "H", "H", "C", "O", "N", "C", "C", "H", "H", "H", "H", "H", "H", "H", "C", "O", "N", "C", "C", "H", "H", "H", "H", "H", "H", "H"],
  "positions_angstrom": [[7.89517, 22.55246, 15.83475], [7.66259, 20.13291, 15.40372], [7.02865, 19.28561, 14.51254], [7.71664, 17.95028, 14.02341], [8.69379, 17.43096, 14.78201], [6.73684, 19.85305, 13.58779], [6.01085, 18.98562, 14.85748], [8.23609, 18.16522, 13.04617], [6.88114, 17.23763, 13.79150], [9.86984, 21.72166, 16.71275], [11.15251, 22.21311, 16.67449], [12.23469, 21.37527, 15.87131], [12.23168, 20.05816, 16.02439], [11.54582, 22.38925, 17.70626], [11.17390, 23.26221, 16.26932], [13.25031, 21.80441, 16.10480], [12.07714, 21.63196, 14.78265], [3.99844, 20.05104, 15.70265], [4.42403, 21.01377, 16.75540], [3.91328, 20.89744, 17.86628], [5.23906, 21.83961, 16.44525], [2.91348, 19.97381, 15.65887], [4.33522, 19.10769, 16.12859], [4.49498, 20.32321, 14.78058], [7.04356, 22.92328, 12.41181], [6.92654, 22.68496, 13.59503], [7.83516, 22.18827, 11.61875], [8.70937, 21.14123, 12.16558], [7.93430, 22.37836, 10.19697], [6.51559, 23.76987, 11.93864], [8.49341, 20.15756, 11.74211], [8.51424, 21.05168, 13.23718], [9.73441, 21.39367, 11.88713], [7.38369, 23.22216, 9.77972], [9.00013, 22.50809, 9.97090], [7.66022, 21.49644, 9.60929], [10.42252, 24.02697, 13.60911], [9.62126, 23.53265, 14.35344], [10.17316, 25.11200, 12.80561], [8.89906, 25.79320, 12.84663], [11.24899, 25.67310, 12.03256], [11.49903, 23.79224, 13.62093], [8.50873, 25.87482, 13.85847], [8.22843, 25.29007, 12.14533], [9.01594, 26.78263, 12.39602], [12.25100, 25.24881, 12.04702], [10.93362, 25.67411, 10.98161], [11.44133, 26.71428, 12.32503], [7.71643, 22.12664, 19.25168], [7.25931, 22.51452, 18.19914], [7.09866, 22.17823, 20.44836], [5.71637, 22.57715, 20.64859], [7.77584, 21.92927, 21.69815], [8.74692, 21.74119, 19.29670], [5.57773, 23.55630, 21.11398], [5.21198, 21.78475, 21.20256], [5.28033, 22.63534, 19.65069], [7.57034, 20.94749, 22.11854], [8.83851, 22.16060, 21.55639], [7.64183, 22.74897, 22.41513], [9.45847, 25.58804, 17.12907], [8.77786, 24.65676, 16.79153], [9.24907, 26.33173, 18.24975], [10.20859, 27.31987, 18.70042], [8.18415, 26.03256, 19.18197], [10.35466, 25.91002, 16.57247], [9.88513, 28.30725, 18.35573], [11.20640, 27.07701, 18.33057], [10.36863, 27.40031, 19.77687], [7.54052, 26.90644, 19.32433], [7.70694, 25.11344, 18.83970], [8.55773, 25.82514, 20.19177], [5.52094, 25.40152, 15.85646], [6.34582, 24.51854, 15.83647], [4.68636, 25.63272, 16.89548], [3.93484, 26.84807, 16.98863], [4.64935, 24.74139, 18.03916], [5.48367, 26.08748, 14.99366], [4.40824, 27.56280, 17.68143], [2.94500, 26.71277, 17.43098], [3.85816, 27.44111, 16.07757], [3.66211, 24.28516, 18.10014], [5.46975, 24.02387, 18.01617], [4.88522, 25.34680, 18.92330]],
  "forces_ev_per_angstrom": [[2.9, -3.3, 0.5], [-0.1, 1.2, 0.0], [-1.0, 1.2, 0.2], [2.6, -0.1, 0.5], [-1.1, -0.4, 0.3], [0.1, -0.1, -0.4], [0.3, -0.4, 0.4], [-0.6, 0.4, -0.7], [-0.5, 0.1, -0.1], [-1.7, 1.1, -0.5], [-0.5, 0.6, 0.1], [-0.4, -1.3, -0.3], [0.3, 0.4, 0.5], [0.1, -0.4, 0.3], [0.3, 0.1, -0.3], [0.1, 0.8, 0.3], [-0.2, 0.5, -0.4], [0.0, -0.4, 0.8], [-0.4, 0.1, -0.5], [0.0, 0.1, 0.1], [-0.3, 0.4, 0.2], [-0.1, 0.5, 0.0], [0.3, -0.1, -0.5], [0.0, -0.2, 0.0], [0.5, -0.8, 0.3], [-0.5, 0.7, 1.0], [-0.2, -0.1, -0.8], [-0.4, -0.1, 0.1], [0.8, -0.1, -0.4], [0.0, -0.1, -0.3], [-0.2, 0.1, -0.1], [0.5, 0.1, 0.1], [0.1, 0.1, 0.4], [-0.1, 0.1, 0.4], [0.0, 0.3, -0.2], [-0.3, -0.2, 0.3], [0.4, 0.8, 0.7], [-0.7, -0.2, -0.4], [0.9, -0.5, 0.6], [0.3, 0.0, -1.1], [-0.3, 1.2, -0.9], [-0.1, -0.6, -0.1], [-0.1, -0.3, 0.0], [-0.5, -0.1, 0.5], [0.2, 0.1, 0.3], [-0.4, -0.9, 0.6], [0.2, 0.2, -0.1], [-0.3, 0.1, -0.1], [1.4, 0.0, -0.6], [-1.0, 0.4, -0.3], [-1.0, 0.6, 1.6], [0.0, -0.4, -1.5], [1.6, 1.1, -0.4], [0.0, -0.1, -0.1], [0.3, -0.1, 0.3], [-0.2, 0.2, 0.1], [-0.3, -0.2, 0.1], [0.1, 0.0, 0.1], [0.2, -1.2, -0.3], [-1.1, -0.2, 0.1], [0.5, -0.5, 0.1], [-0.5, 0.1, -0.1], [0.2, 0.3, 1.4], [0.3, 0.3, -0.7], [0.2, -0.4, 0.1], [0.0, 0.0, -0.1], [0.3, 0.2, 0.0], [-0.1, 0.2, -0.4], [-0.6, -0.5, 0.1], [-0.4, -0.2, -0.4], [-0.5, 0.3, -0.1], [0.4, -0.1, -0.1], [0.9, -0.4, 0.0], [0.1, -0.6, -0.2], [-0.3, 0.2, -0.7], [0.0, 1.1, 0.8], [0.6, 0.6, 0.3], [-0.5, 0.3, 0.2], [0.2, -0.2, 0.1], [-0.1, -0.4, -0.4], [0.0, -0.6, -0.4], [0.1, -0.2, 0.2], [-0.3, -0.3, -0.6], [-0.5, 0.0, 0.2]]
}



{
  "formula": "C20H46Cl8O6",
  "method": "ωB97M-V/def2-TZVPD",
  "total_charge": 1,
  "e_above_lowest_kj_mol": 153.6,
  "total_energy_ev": -133935.2632,
  "homo_energy_ev": [-11.416, -11.416],
  "multiplicity": 2,
  "orbital_gap_ev": [8.51, 2.01],
  "s2": 0.757,
  "species": ["Cl", "C", "C", "Cl", "H", "H", "H", "H", "Cl", "C", "C", "Cl", "H", "H", "H", "H", "Cl", "C", "C", "Cl", "H", "H", "H", "H", "Cl", "C", "C", "Cl", "H", "H", "H", "H", "C", "O", "C", "C", "O", "C", "H", "H", "H", "H", "H", "H", "H", "H", "H", "H", "C", "O", "C", "C", "O", "C", "H", "H", "H", "H", "H", "H", "H", "H", "H", "H", "C", "O", "C", "C", "O", "C", "H", "H", "H", "H", "H", "H", "H", "H", "H", "H"],
  "positions_angstrom": [[-0.59931, 12.96939, 11.09698], [-0.53343, 14.06814, 9.67948], [-2.00430, 14.23901, 9.17622], [-3.15775, 14.79935, 10.48020], [-0.00329, 13.54173, 8.88578], [0.00779, 14.94171, 10.04288], [-2.45398, 13.37138, 8.69339], [-1.99379, 15.02249, 8.41849], [-7.39439, 18.38897, 4.57326], [-5.82934, 18.69170, 5.34653], [-5.21575, 20.08614, 4.91091], [-6.06932, 21.60591, 5.42357], [-5.19844, 17.80725, 5.25821], [-6.07574, 18.82799, 6.39952], [-4.80143, 20.16486, 3.90581], [-4.30118, 20.07002, 5.50369], [-2.17876, 17.40248, 5.55805], [-1.26535, 17.34642, 4.01284], [-1.43566, 15.96098, 3.36979], [-0.20888, 15.66167, 2.11701], [-0.24183, 17.68844, 4.16623], [-1.63787, 18.15876, 3.38879], [-2.41264, 15.94808, 2.88661], [-1.40475, 15.22772, 4.17568], [-5.01719, 7.07745, 8.74683], [-4.82240, 7.98870, 7.20503], [-3.75934, 7.22203, 6.40436], [-2.22280, 7.28501, 7.20654], [-4.66468, 9.04654, 7.41528], [-5.76187, 7.92847, 6.65560], [-3.62624, 7.58096, 5.38379], [-4.08796, 6.18328, 6.43762], [-3.98695, 4.63562, -0.95038], [-3.22979, 5.64557, -0.34697], [-3.95830, 6.42226, 0.68865], [-3.34621, 7.85594, 0.96236], [-3.43187, 8.64786, -0.20045], [-4.68351, 9.13540, -0.40388], [-3.24942, 4.14703, -1.58712], [-4.87409, 4.93508, -1.50841], [-4.28299, 3.92560, -0.17816], [-4.15439, 5.89195, 1.62055], [-4.95686, 6.65905, 0.32134], [-2.32220, 7.76900, 1.32557], [-3.86477, 8.33190, 1.79462], [-5.48714, 8.42155, -0.58470], [-4.86509, 9.85572, -1.20155], [-5.00276, 9.64139, 0.50723], [-6.95186, 15.56263, 2.14015], [-6.96438, 16.04592, 0.78988], [-7.65446, 17.31419, 0.69388], [-7.97678, 17.59527, -0.84016], [-9.06197, 16.70640, -1.34721], [-9.08126, 16.62667, -2.78539], [-6.48149, 14.58519, 2.24720], [-7.88728, 15.51427, 2.69758], [-6.26305, 16.29911, 2.55396], [-6.99866, 18.07871, 1.11044], [-8.61724, 17.25777, 1.20180], [-7.07777, 17.29031, -1.37576], [-8.17797, 18.60563, -1.19626], [-9.20007, 17.59328, -3.27492], [-9.99276, 16.13869, -3.13057], [-8.15094, 16.18660, -3.14446], [-4.64136, 14.03154, 4.90032], [-3.76940, 13.48436, 3.94988], [-4.18423, 12.20616, 3.43337], [-4.40159, 10.98366, 4.40517], [-3.24394, 10.49432, 5.14983], [-2.94553, 11.18761, 6.32080], [-5.62803, 14.12881, 4.44741], [-4.25823, 14.97015, 5.30072], [-4.66919, 13.29652, 5.70474], [-3.37044, 11.88793, 2.78177], [-5.05310, 12.32198, 2.78548], [-4.76095, 10.14713, 3.80586], [-5.18291, 11.14061, 5.14880], [-2.38187, 12.08403, 6.06234], [-2.23162, 10.60594, 6.90399], [-3.78669, 11.54949, 6.91207]],
  "forces_ev_per_angstrom": [[0.4, -0.2, -0.1], [-1.6, -1.2, 0.3], [0.6, 1.4, 0.5], [0.6, -0.3, -0.9], [0.3, 0.2, 0.1], [-0.5, 0.2, -0.5], [0.4, -0.3, 0.5], [-0.1, 0.2, 0.1], [-0.2, -0.3, -0.4], [-0.7, 2.2, 0.2], [1.2, -1.2, 1.1], [0.2, -1.3, -0.5], [0.3, 0.5, -0.4], [0.1, -0.2, 0.0], [-0.9, 0.0, -0.3], [0.1, 0.3, 0.2], [0.1, -0.1, -0.2], [0.2, 0.6, -0.6], [-0.2, 1.0, 0.4], [-0.1, 0.0, 0.3], [0.1, -0.7, 0.5], [-0.5, -0.3, -0.1], [0.1, -0.3, 0.0], [0.3, -0.2, -0.4], [-0.3, 0.6, -0.2], [-0.2, -0.8, -0.2], [-1.0, 0.3, 0.3], [1.2, 0.2, 0.3], [0.5, -0.2, 0.1], [-0.1, -0.2, 0.1], [-0.2, 0.0, 0.0], [0.1, 0.1, -0.4], [0.6, -0.8, 0.5], [-0.6, 2.5, 2.1], [0.2, 0.7, -1.2], [0.1, -2.0, -0.6], [1.7, -0.3, -0.1], [-2.5, 0.9, 0.4], [-0.4, -0.1, -0.3], [0.1, 0.4, -0.1], [-0.3, -0.3, 0.0], [0.6, -0.4, 0.1], [-0.2, -0.3, -0.3], [0.3, 0.1, -0.6], [-0.6, 0.0, 0.2], [0.2, -0.7, 0.0], [1.2, 0.0, -0.2], [-0.3, 0.4, 0.4], [1.2, 1.3, -0.5], [-1.3, -0.6, -0.1], [-0.7, -0.5, -1.9], [-0.1, -2.2, -0.3], [0.8, 1.0, 0.4], [0.0, 0.7, 0.7], [0.0, -0.2, -0.7], [-0.3, 0.4, -0.4], [-0.1, -0.2, 1.3], [-0.2, 0.3, 0.0], [0.1, 0.1, 0.3], [0.3, -0.1, -0.1], [-0.2, 0.3, 0.8], [0.4, 0.6, 0.3], [0.3, -0.7, 0.5], [-0.1, -0.3, -0.2], [-0.5, -0.1, 0.2], [0.2, -2.3, -0.3], [2.0, 1.2, -0.5], [0.3, -1.1, 1.9], [-1.8, 1.1, -1.5], [0.9, 0.1, 0.4], [-0.2, 0.2, 0.2], [0.1, -0.1, -0.4], [-0.4, 0.1, 0.4], [0.1, 0.2, 0.0], [-0.6, -0.1, 0.5], [0.5, 0.1, -0.4], [-0.1, 0.6, 0.1], [0.2, 0.6, -0.5], [-0.3, -0.3, 0.0], [-0.4, -0.3, -0.1]]
}



{
  "formula": "C20H46MnOSi2",
  "method": "ωB97M-V/def2-TZVPD",
  "total_charge": 2,
  "total_energy_ev": -70588.1065,
  "homo_energy_ev": [-13.986, -13.986],
  "multiplicity": 6,
  "orbital_gap_ev": [2.14, 1.98],
  "s2": 8.756,
  "species": ["C", "C", "C", "C", "C", "C", "C", "C", "C", "C", "C", "C", "C", "C", "C", "C", "C", "C", "C", "C", "Si", "O", "Si", "H", "H", "H", "H", "H", "H", "H", "H", "H", "H", "H", "H", "H", "H", "H", "H", "H", "H", "H", "H", "H", "H", "H", "H", "H", "H", "H", "H", "H", "H", "H", "H", "H", "H", "H", "H", "H", "H", "H", "H", "H", "H", "H", "H", "H", "H", "Mn"],
  "positions_angstrom": [[-0.94955, 0.92320, -3.13810], [-0.87002, 2.43672, -2.67440], [-1.33535, 2.55308, -1.17540], [-1.61409, 4.05536, -0.76812], [-0.22895, 4.77753, -0.53651], [0.25061, 4.60940, 0.95337], [1.73621, 4.05748, 0.94858], [2.03143, 3.16371, 2.19386], [1.12073, 1.85756, 2.22451], [0.46753, 1.77785, 3.64325], [-0.10411, 0.35811, 4.03011], [0.00146, -0.71352, 2.90113], [1.37156, -1.48674, 2.86972], [1.14288, -2.84012, 2.07176], [1.50360, -2.51524, 0.57922], [1.27865, -3.70207, -0.41462], [1.93139, -3.28426, -1.80301], [0.93126, -3.29972, -3.00704], [-0.22263, -2.24242, -2.84531], [-1.63252, -2.96336, -2.84876], [-2.95122, -1.96943, -1.87972], [-3.77062, -3.09627, -0.84764], [-2.95226, -3.16592, 0.66288], [-1.26726, 0.25939, -2.30063], [0.01338, 0.53842, -3.53716], [-1.72960, 0.83114, -3.92467], [-1.62519, 2.98029, -3.27729], [0.15310, 2.82879, -2.82302], [-0.55902, 2.12738, -0.50264], [-2.26840, 1.96031, -1.05192], [-2.22649, 4.04920, 0.15881], [-2.12891, 4.53121, -1.62524], [-0.32020, 5.86393, -0.73674], [0.47461, 4.35348, -1.28214], [0.20894, 5.58831, 1.46819], [-0.41814, 3.89831, 1.49068], [2.38941, 4.95769, 1.01901], [1.94321, 3.53087, -0.00642], [3.11312, 2.90426, 2.26889], [1.79996, 3.75585, 3.10609], [1.79817, 1.01536, 1.98749], [0.34544, 2.00876, 1.44789], [-0.37241, 2.50500, 3.68833], [1.22451, 2.06618, 4.40261], [-1.18337, 0.46867, 4.27997], [0.39371, -0.00613, 4.94986], [-0.75593, -1.49998, 3.14250], [-0.28653, -0.33262, 1.89633], [2.16266, -0.94684, 2.31364], [1.70809, -1.77067, 3.88337], [0.08200, -3.16293, 2.09979], [1.77437, -3.66820, 2.45277], [2.58448, -2.23351, 0.54329], [0.90064, -1.63125, 0.26771], [1.83531, -4.57961, -0.02258], [0.20974, -3.95365, -0.56645], [2.81689, -4.01141, -2.05923], [2.38415, -2.22315, -1.73389], [1.51165, -3.01824, -3.94329], [0.51133, -4.30932, -3.19107], [-0.24688, -1.52392, -3.69385], [-0.10855, -1.68500, -1.88534], [-1.49243, -3.98752, -2.42257], [-2.00749, -3.11833, -3.88468], [-3.94291, -1.36896, -2.77830], [-2.33451, -0.86534, -1.11329], [-3.84304, -2.69835, 1.74281], [-1.74090, -2.31547, 0.65170], [-2.49969, -4.53792, 0.91238], [3.88300, -2.86543, -2.95146]],
  "forces_ev_per_angstrom": [[-0.1, 0.4, 0.1], [-0.8, -1.2, 0.6], [0.0, 0.8, -0.4], [1.2, -0.7, -0.4], [-1.3, 0.2, 0.6], [0.9, -0.7, -1.1], [-0.2, 0.7, 1.2], [-0.5, 0.0, -0.3], [0.8, 1.6, 0.6], [0.0, -0.9, -0.2], [-0.3, 0.4, -0.6], [0.1, -0.8, 1.0], [-1.1, -1.1, -0.7], [0.4, 0.7, -0.8], [-0.3, -0.5, 0.4], [1.5, 0.8, 0.2], [-1.0, -0.2, -0.4], [0.6, 0.8, -0.6], [-0.8, -0.6, -0.1], [0.8, -0.1, 0.0], [-1.5, -1.4, 0.4], [2.4, 1.7, 0.4], [-1.4, -0.3, -0.5], [0.4, 0.6, -0.6], [-0.5, 0.3, 0.1], [0.6, -0.1, 0.3], [0.8, 0.0, 0.2], [-0.7, 0.0, 0.0], [-0.4, 0.1, -0.3], [0.5, 0.3, -0.1], [0.2, 0.4, -0.7], [-0.1, -0.2, 0.7], [0.0, -0.6, -0.1], [-0.1, 0.4, 0.6], [0.0, -0.6, -0.1], [0.4, 0.5, -0.3], [-0.2, -0.7, -0.4], [-0.1, 0.2, 0.6], [-0.7, 0.1, -0.1], [0.2, -0.2, -0.6], [-0.7, 0.2, 0.1], [0.4, -0.6, 0.4], [0.7, -0.2, 0.0], [-0.5, 0.0, -0.5], [0.7, -0.1, -0.1], [-0.3, 0.0, -0.5], [0.4, 0.6, -0.1], [0.3, 0.0, 0.6], [-0.3, -0.1, 0.7], [-0.1, 0.5, -0.4], [0.6, 0.2, 0.2], [-0.3, 0.4, -0.2], [-0.6, -0.1, 0.0], [0.4, -0.5, 0.1], [-0.6, 0.4, -0.3], [0.6, 0.2, -0.1], [-0.6, -0.6, 0.7], [-0.4, -0.3, 0.4], [-0.2, -0.2, 0.2], [0.5, 0.5, 0.2], [0.4, -0.4, 0.8], [0.1, -0.3, -0.7], [-0.5, 0.7, -0.1], [0.4, 0.1, 0.6], [0.0, -0.1, -0.2], [0.1, -0.3, 0.1], [0.1, 0.0, -0.1], [0.1, 0.0, -0.2], [0.1, -0.2, 0.0], [-0.7, 0.2, -0.2]]
}